(1)
Below is a single C4H6OS molecule, with properties calculated with ωB97M-V with the def2-TZVPD basis set.

Calculated values
- HOMO level: -8.24 eV
- SMILES: C=C=C(C)SO
- E_LUMO: 0.023 Ha
- Kohn-Sham gap: 0.326 hartree

Geometry as XYZ:
```
12
C4H6OS | OMol25 | ωB97M-V with the def2-TZVPD basis set
H 0.448 2.318 -0.900
C 0.555 1.853 0.080
C 0.376 -0.644 0.129
C -0.152 0.540 0.098
H 1.610 1.711 0.295
H 1.150 -2.291 1.124
C 0.934 -1.812 0.181
S -1.935 0.556 0.028
H -2.232 -1.308 -1.036
H 0.120 2.521 0.821
O -2.081 -1.082 -0.111
H 1.206 -2.362 -0.710
```

(2)
Below is 2 unconnected molecules or ions with the total composition C4H6OS at a distorted geometry, with properties calculated with ωB97M-V with the def2-TZVPD basis set.

Calculated values
- HOMO level (alpha / beta): -8.17 / -8.18 eV
- E_LUMO (alpha / beta): -0.038 / -0.038 Ha
- Kohn-Sham gap (alpha / beta): 0.263 / 0.263 hartree

Geometry as XYZ:
```
12
C4H6OS | OMol25 | ωB97M-V with the def2-TZVPD basis set
C 0.701 -1.418 -0.399
H -0.108 1.137 -1.178
S -2.794 -0.262 -0.186
H 0.543 -1.271 -1.487
O 0.813 -2.573 -0.032
H -1.342 -2.263 0.791
C 0.453 -0.337 0.395
H 0.379 -0.481 1.524
C -1.714 -1.234 0.396
C 0.242 1.063 -0.150
H -0.311 1.731 0.551
H 1.258 1.540 -0.377
```

(3)
Below is a single C4H6OS molecule at a distorted geometry, with properties calculated with ωB97M-V with the def2-TZVPD basis set.

Calculated values
- HOMO level: -8.66 eV
- SMILES: C1=COCSC1
- E_LUMO: 0.032 Ha
- Kohn-Sham gap: 0.350 hartree

Geometry as XYZ:
```
12
C4H6OS | OMol25 | ωB97M-V with the def2-TZVPD basis set
H -0.046 -0.663 1.977
H -0.497 -2.057 1.481
S -1.658 -0.232 0.114
C 0.975 -0.901 0.097
H 1.607 -1.710 0.037
C -0.831 1.438 -0.478
H -0.875 2.361 0.384
C 1.079 0.052 -0.831
C -0.253 -0.997 1.092
H -1.685 1.642 -1.275
O 0.208 1.008 -1.261
H 1.976 0.058 -1.338
```

ΔE to the lowest compared entry with this formula, charge and spin
In order: 2.612; 4.337; 3.522
Unit: eV